No. 1
A cluster of 2 separate species, C4H4F2O in total in a non-equilibrium geometry. Source: the Open Molecules 2025 dataset; level of theory: wB97M-V/def2-TZVPD.

```
11
Properties=species:S:1:pos:R:3
C -1.16993 0.50130 -0.99805
C -0.95796 -0.80927 -0.64213
C -0.70685 -1.30908 0.55930
C 1.57240 0.49225 0.81420
O -0.63185 -1.90199 1.53405
F 1.27447 1.27506 -0.28634
F 1.37104 1.15238 1.95579
H -1.36762 0.79508 -2.03834
H -1.13734 1.25602 -0.17802
H -0.84968 -1.56307 -1.42730
H 2.60332 0.11133 0.70684
```

Calculated values
- Energy above the lowest of the compared OMol25 structures with the same formula, charge and spin: 408.60 kJ/mol
- E_HOMO (spin up / spin down): -0.251 / -0.340 hartree
- LUMO (spin up / spin down): -0.30 / 0.45 eV
- Kohn-Sham gap (spin up / spin down): 6.525 / 9.695 eV

No. 2
A cluster of 2 separate species, C4H4F2O in total in a non-equilibrium geometry. Source: the Open Molecules 2025 dataset; level of theory: wB97M-V/def2-TZVPD.

```
11
Properties=species:S:1:pos:R:3
C -0.59587 1.47674 -1.00554
C -0.04196 0.30952 -1.14934
C -0.25112 -0.71584 1.46476
C 0.79249 -0.84671 0.41079
O -0.27684 0.09805 2.30363
F 0.92865 -2.07587 -0.07232
F 1.99008 -0.36829 0.71521
H -0.87333 1.79970 -1.99806
H -0.60135 2.02718 -0.05582
H -0.03745 -0.23657 -2.09447
H -1.03331 -1.46789 1.48117
```

Calculated values
- Energy above the lowest of the compared OMol25 structures with the same formula, charge and spin: 291.45 kJ/mol
- E_HOMO: -0.363 hartree
- LUMO: 0.27 eV
- Kohn-Sham gap: 10.146 eV

No. 3
An isolated molecule of C4H4F4P2 in a non-equilibrium geometry. Source: the Open Molecules 2025 dataset; level of theory: wB97M-V/def2-TZVPD.

```
14
Properties=species:S:1:pos:R:3
H -0.81669 -2.59485 1.51074
P -1.56103 -1.75154 0.71918
C -0.34856 -0.77735 0.12674
C -0.32163 0.41743 -0.78557
P -1.49967 1.88936 -0.63952
C 1.28359 0.64730 -0.03781
F 1.03917 1.28876 1.11801
F 2.28439 1.10871 -0.73508
C 1.15012 -0.79684 0.27372
F 1.70099 -1.40296 1.33798
F 1.76713 -1.51350 -0.81124
H -0.11109 0.20116 -1.89263
H -1.81418 1.98217 0.75472
H -2.75251 1.30216 -0.93923
```

Calculated values
- Energy above the lowest of the compared OMol25 structures with the same formula, charge and spin: 0.00 kJ/mol
- E_HOMO: -0.352 hartree
- SMILES string: [H]/P=C1/[C@@H](P)C(F)(F)C1(F)F
- LUMO: -0.84 eV
- Kohn-Sham gap: 8.750 eV

No. 4
A structure of composition C4H4F6InN2O6S2 in a non-equilibrium geometry. Source: the Open Molecules 2025 dataset; level of theory: wB97M-V/def2-TZVPD.

```
25
Properties=species:S:1:pos:R:3
In 8.25050 0.47174 9.80193
N 10.40416 0.87608 9.77411
C 11.08750 -0.37616 10.39465
C 10.11186 -1.57070 10.55242
O 10.55842 -2.62736 10.86643
O 8.75142 -1.34283 10.37565
H 10.77705 1.00755 8.85506
H 10.58608 1.71350 10.28820
H 11.39746 -0.09694 11.38191
H 11.92983 -0.70846 9.81045
F 3.97766 2.52892 10.51873
C 4.80115 3.54196 10.53156
F 4.34423 4.60762 9.96056
F 5.06129 3.82461 11.78259
S 6.40443 3.02372 9.72713
O 6.83758 1.77812 10.56340
O 7.38023 4.02362 9.76948
N 5.79918 2.58735 8.34986
S 6.43632 1.62364 7.31343
O 6.75518 2.21822 6.06281
O 7.48238 0.76478 7.88669
C 5.11684 0.40347 7.03788
F 5.20952 -0.46393 7.99192
F 5.42546 -0.14764 5.89790
F 3.91327 0.90931 6.96796
```

Calculated values
- E_HOMO: -0.533 hartree
- Charge: +1
- LUMO: -5.07 eV
- Kohn-Sham gap: 9.425 eV

No. 5
An isolated molecule of C4H4FN in a non-equilibrium geometry. Source: the Open Molecules 2025 dataset; level of theory: wB97M-V/def2-TZVPD.

```
10
Properties=species:S:1:pos:R:3
N 2.95371 -0.27214 -0.70928
C 1.91771 -0.38904 -0.17282
C 0.59666 -0.42664 0.49647
C -0.33972 0.61519 0.00867
C -1.59586 0.30034 -0.36884
F -2.06834 -0.96183 -0.40630
H 0.16277 -1.38949 0.41901
H 0.76837 -0.21173 1.56356
H -0.05885 1.67684 -0.05363
H -2.33645 1.05850 -0.77684
```

Calculated values
- Energy above the lowest of the compared OMol25 structures with the same formula, charge and spin: 68.95 kJ/mol
- E_HOMO: -0.378 hartree
- SMILES string: N#CC/C=C\F
- LUMO: 0.78 eV
- Kohn-Sham gap: 11.080 eV

No. 6
A structure of composition C4H4FN in a non-equilibrium geometry. Source: the Open Molecules 2025 dataset; level of theory: wB97M-V/def2-TZVPD.

```
10
Properties=species:S:1:pos:R:3
C -1.05503 1.14401 -0.05069
C -1.77161 0.06351 -0.27970
C 0.19198 -0.40872 0.03306
C 1.63097 -0.54296 0.15420
N -0.87637 -1.02253 -0.19635
F 2.17439 0.70186 -0.15156
H -1.22342 2.12109 0.41580
H -2.77280 0.00680 -0.37718
H 1.85078 -1.29645 -0.76986
H 1.85110 -0.76660 1.22228
```

Calculated values
- Energy above the lowest of the compared OMol25 structures with the same formula, charge and spin: 499.60 kJ/mol
- E_HOMO: -0.325 hartree
- LUMO: 0.31 eV
- Kohn-Sham gap: 9.144 eV

No. 7
An isolated molecule of C4H4FNO in a non-equilibrium geometry. Source: the Open Molecules 2025 dataset; level of theory: wB97M-V/def2-TZVPD.

```
11
Properties=species:S:1:pos:R:3
O -1.05943 2.64039 -1.66754
C -0.42656 1.72566 -1.37347
C -0.49078 0.60227 -0.64973
N 0.21234 0.25777 0.59513
C 1.33004 -0.75359 0.33244
C 1.97849 -1.01003 -0.85233
F 3.13493 -1.64269 -0.72704
H -0.09359 -0.13877 -1.46870
H -0.44592 -0.11709 1.30637
H 1.74568 -1.29533 1.16258
H 2.18824 -0.58051 -1.71149
```

Calculated values
- Energy above the lowest of the compared OMol25 structures with the same formula, charge and spin: 435.04 kJ/mol
- E_HOMO: -0.324 hartree
- SMILES string: O=C=CN/C=C/F
- LUMO: 0.19 eV
- Kohn-Sham gap: 9.001 eV

No. 8
An isolated molecule of C4H4FNO2 in a non-equilibrium geometry. Source: the Open Molecules 2025 dataset; level of theory: wB97M-V/def2-TZVPD.

```
12
Properties=species:S:1:pos:R:3
N 3.23397 -0.92870 -0.17690
C 2.26451 -0.37661 -0.05979
C 1.01290 0.27310 0.08528
F 1.17408 1.69341 0.21279
O 0.29037 0.03557 -1.05355
C -1.10780 0.11319 -0.73616
C -1.10789 -0.37758 0.72689
O 0.17733 -0.04693 1.11283
H -1.70257 -0.51050 -1.36246
H -1.32942 1.28643 -0.86239
H -1.76797 0.34294 1.21945
H -1.13750 -1.50432 0.89400
```

Calculated values
- Energy above the lowest of the compared OMol25 structures with the same formula, charge and spin: 103.32 kJ/mol
- E_HOMO: -0.416 hartree
- SMILES string: N#CC1(F)OCCO1
- LUMO: 0.70 eV
- Kohn-Sham gap: 12.027 eV

No. 9
A structure of composition C4H4FNOS in a non-equilibrium geometry. Source: the Open Molecules 2025 dataset; level of theory: wB97M-V/def2-TZVPD.

```
12
Properties=species:S:1:pos:R:3
C -0.87815 1.50646 -1.22084
C -0.09090 0.64415 -0.60122
C 0.57238 -0.57257 1.19249
C 0.67892 -1.48179 -0.03807
H -1.48035 2.29626 -0.81314
H -0.09395 1.28010 1.40220
H -0.63534 -2.02738 -0.00976
H 1.69952 -2.40483 0.11843
N 0.09282 0.64096 0.74751
O 0.86500 -0.28603 -1.05291
F -1.34873 1.28766 -2.57126
S 0.61877 -0.88298 2.84658
```

Calculated values
- Energy above the lowest of the compared OMol25 structures with the same formula, charge and spin: 419.71 kJ/mol
- E_HOMO: -0.325 hartree
- LUMO: -0.29 eV
- Kohn-Sham gap: 8.551 eV

No. 10
An isolated molecule of C4H4FNOS in a non-equilibrium geometry. Source: the Open Molecules 2025 dataset; level of theory: wB97M-V/def2-TZVPD.

```
12
Properties=species:S:1:pos:R:3
O 1.48003 2.23932 -1.61730
C 0.90976 1.18311 -1.05593
N -0.45401 1.08633 -0.50307
C -0.66362 -0.35588 -0.22658
C -0.62198 -1.18889 1.19073
F -0.97767 -2.52747 1.01770
C 0.55136 -0.60170 0.55050
S 1.86061 -0.44360 -0.83325
H -0.82086 2.01502 -0.85636
H -1.17315 -1.04311 -1.00175
H -0.94127 -0.68018 2.24014
H 0.85080 0.31704 1.09518
```

Calculated values
- Energy above the lowest of the compared OMol25 structures with the same formula, charge and spin: 442.95 kJ/mol
- E_HOMO: -0.343 hartree
- SMILES string: O=C1N[C@@H]2[C@@H](F)[C@H]2S1
- LUMO: 0.32 eV
- Kohn-Sham gap: 9.654 eV

No. 11
An isolated molecule of C4H4FP in a non-equilibrium geometry. Source: the Open Molecules 2025 dataset; level of theory: wB97M-V/def2-TZVPD.

```
10
Properties=species:S:1:pos:R:3
C -0.76736 1.24643 0.11526
C 1.71790 0.85549 -0.24696
C -0.42263 -1.11267 -0.15271
C -1.27220 0.02827 0.00280
F -2.61487 -0.20604 0.02284
P 1.19290 -0.69726 0.16467
H -1.11076 2.25252 0.15501
H 2.13229 1.51029 0.49948
H -0.78804 -2.12545 -0.19720
H 1.93276 -1.75158 -0.36320
```

Calculated values
- Energy above the lowest of the compared OMol25 structures with the same formula, charge and spin: 655.34 kJ/mol
- E_HOMO: -0.304 hartree
- LUMO: -0.99 eV
- Kohn-Sham gap: 7.271 eV

No. 12
A cluster of 2 separate species, C4H4I2 in total in a non-equilibrium geometry. Source: the Open Molecules 2025 dataset; level of theory: wB97M-V/def2-TZVPD.

```
10
Properties=species:S:1:pos:R:3
C -0.44032 0.73026 -0.66040
C -1.19000 1.19457 -1.59848
C -0.75918 -0.28712 -1.71480
C 0.35711 1.06055 1.94631
I -2.28627 2.58594 -2.63107
I -1.34829 1.80884 2.79246
H 0.00012 -0.56780 -2.43579
H -1.50426 -1.05373 -1.53116
H 1.13638 1.75057 1.68987
H 0.54640 0.01073 2.03734
```

Calculated values
- Energy above the lowest of the compared OMol25 structures with the same formula, charge and spin: 496.98 kJ/mol
- E_HOMO (spin up / spin down): -0.323 / -0.302 hartree
- LUMO (spin up / spin down): -0.34 / -1.23 eV
- Kohn-Sham gap (spin up / spin down): 8.443 / 6.992 eV

Electronic energy for every record listed, in sequence, given in Ha: -429.6180, -429.6626, -1236.8775, -2301.2038, -309.3956, -309.2315, -384.5099, -459.8593, -782.6968, -782.6880, -595.7694, -749.9533.